# 1
Molecular formula: C24H41IN3PPd
Method: DFT, ωB97M-V/def2-TZVPD

Geometry as XYZ:
```
71
C24H41IN3PPd ωB97M-V/def2-TZVPD
C -3.490 0.764 3.379
C -3.853 1.996 2.559
H -4.199 -0.053 3.228
H -3.449 0.983 4.453
H -2.480 0.386 3.085
H -3.623 1.858 1.500
H -4.928 2.194 2.652
H -3.338 2.885 2.933
C 0.710 -3.089 -0.025
C 1.176 -4.205 -0.728
C 1.442 -4.071 -2.091
C 1.233 -2.843 -2.701
H 0.443 -3.125 1.039
H 1.313 -5.138 -0.201
H 1.791 -4.904 -2.694
H 1.405 -2.680 -3.755
N 0.512 -1.920 -0.621
C 0.737 -1.756 -1.938
C 0.484 -0.430 -2.515
N -0.013 0.522 -1.688
C -0.071 1.794 -2.097
C 0.684 1.187 -4.309
C 0.252 2.163 -3.414
H -0.371 2.524 -1.344
H 0.173 3.204 -3.711
C 0.828 -0.115 -3.847
H 1.209 -0.907 -4.476
H 0.922 1.410 -5.349
Pd -0.072 0.017 0.478
I -0.947 -1.285 2.558
C 0.431 2.840 2.526
C 1.749 2.247 3.043
C 2.608 3.328 3.725
C 1.486 1.169 4.098
P 2.699 1.515 1.605
N 1.725 0.744 0.568
C 3.558 2.806 0.581
C 4.879 3.283 1.215
C 3.861 2.219 -0.808
C 2.654 4.034 0.382
C 3.878 0.155 2.121
C 3.050 -1.080 2.509
C 4.775 -0.257 0.946
C 4.774 0.639 3.274
H -0.212 3.066 3.389
H -0.115 2.123 1.880
H 0.576 3.771 1.959
H 2.079 3.649 4.634
H 3.585 2.934 4.037
H 2.759 4.222 3.112
H 0.808 0.380 3.738
H 0.999 1.636 4.970
H 2.415 0.711 4.455
H 5.663 2.518 1.199
H 5.251 4.124 0.610
H 4.764 3.654 2.241
H 3.041 1.570 -1.149
H 3.965 3.045 -1.529
H 4.804 1.657 -0.830
H 1.655 3.772 0.004
H 2.557 4.657 1.281
H 3.128 4.676 -0.376
H 2.243 -1.227 1.772
H 3.684 -1.984 2.487
H 2.595 -1.005 3.503
H 5.586 0.461 0.764
H 5.256 -1.210 1.216
H 4.197 -0.421 0.027
H 4.225 0.886 4.189
H 5.477 -0.177 3.509
H 5.362 1.519 2.980
```

The electronic energy is -1869.66195 hartree. The calculation puts the energy above the lowest of the compared OMol25 structures with the same formula, charge and spin at 0.0 kcal/mol. The total charge is +2. As for the spin multiplicity: 5.

From a Löwdin analysis of the wavefunction, the atomic charges in e read: -0.194, -0.144, 0.079, 0.088, -0.130, 0.063, 0.085, 0.067, -0.146, -0.004, -0.005, 0.034, 0.037, 0.122, 0.132, 0.112, 0.016, -0.185, -0.193, -0.011, -0.109, -0.009, -0.013, 0.114, 0.122, 0.027, 0.111, 0.133, 0.641, 0.828, -0.076, -0.606, -0.064, -0.105, 0.983, -0.220, -0.598, -0.063, -0.084, -0.078, -0.593, -0.090, -0.075, -0.055, 0.105, 0.027, 0.078, 0.107, 0.078, 0.070, -0.039, 0.110, 0.061, 0.073, 0.111, 0.076, 0.055, 0.099, 0.078, 0.075, 0.075, 0.102, 0.023, 0.105, 0.068, 0.079, 0.102, 0.083, 0.068, 0.114, 0.072

# 2
Molecular formula: C24H41N3O6PS2
Method: DFT, ωB97M-V/def2-TZVPD

Geometry as XYZ:
```
77
C24H41N3O6PS2 ωB97M-V/def2-TZVPD
C -0.831 -5.001 -1.196
C -1.270 -5.435 -2.592
O -2.431 -4.734 -3.033
C -2.312 -4.262 -4.306
O -2.357 -4.964 -5.223
C -2.082 -2.775 -4.534
C -0.654 -2.455 -4.067
C -0.312 -0.943 -4.124
N 0.816 -0.516 -3.315
C 2.089 -1.055 -3.753
C 2.514 -2.394 -3.109
N 1.855 -2.700 -1.791
C 1.364 -1.518 -1.019
C 0.620 -0.447 -1.856
C 1.258 0.920 -1.423
C 1.168 1.240 0.096
C 2.601 1.521 0.663
S 2.987 0.360 2.045
C 2.741 1.487 3.473
S 3.992 2.397 3.926
N 1.458 1.458 4.006
C 1.257 0.432 5.047
C 2.407 0.201 6.031
C 0.912 2.790 4.351
C 1.283 3.387 5.709
P -1.142 -0.372 -1.190
O -1.856 -1.862 -1.331
O -2.015 0.781 -1.953
H -0.743 -3.906 -1.173
H 0.152 -5.403 -0.943
H -1.573 -5.268 -0.451
H -1.477 -6.504 -2.549
H -0.425 -5.304 -3.275
H -2.235 -2.549 -5.580
H -2.754 -2.161 -3.929
H 0.056 -2.946 -4.744
H -0.491 -2.896 -3.082
H -1.196 -0.314 -4.014
H -0.016 -0.784 -5.164
H 2.851 -0.283 -3.643
H 2.022 -1.236 -4.825
H 3.582 -2.332 -2.908
H 2.365 -3.245 -3.764
H 2.577 -3.133 -1.213
H 1.127 -3.418 -1.857
H 0.715 -1.876 -0.215
H 2.230 -1.105 -0.505
H 2.272 0.944 -1.818
H 0.669 1.670 -1.953
H 0.766 0.425 0.684
H 0.552 2.120 0.222
H 3.396 1.370 -0.064
H 2.667 2.541 1.034
H 1.035 -0.533 4.583
H 0.363 0.697 5.608
H 2.579 1.046 6.691
H 2.099 -0.616 6.689
H 3.339 -0.114 5.568
H -0.177 2.681 4.339
H 1.152 3.455 3.522
H 2.295 3.770 5.754
H 0.642 4.264 5.853
H 1.070 2.728 6.546
H -2.816 -1.779 -1.452
H -1.956 1.572 -1.377
C -2.254 4.959 0.819
C -3.003 5.789 1.541
C -4.216 5.310 2.253
O -4.898 6.062 2.908
C -4.556 3.869 2.127
C -3.805 3.043 1.404
C -2.599 3.527 0.697
O -1.909 2.767 0.037
H -1.367 5.289 0.292
H -2.768 6.841 1.643
H -5.442 3.536 2.653
H -4.036 1.990 1.300
```

The electronic energy is -2692.20077 hartree. The total charge is +1.

From a Löwdin analysis of the wavefunction, the atomic charges in e read: -0.065, -0.226, -0.003, -0.525, 0.199, -0.066, -0.171, -0.173, -0.130, -0.135, -0.065, 0.086, -0.089, -0.487, -0.161, -0.260, -0.433, 0.799, -1.099, 0.766, -0.219, -0.226, -0.093, -0.243, -0.099, 0.939, -0.271, -0.251, 0.028, 0.081, 0.091, 0.129, 0.119, 0.131, 0.117, 0.122, 0.066, 0.112, 0.128, 0.123, 0.129, 0.132, 0.127, 0.183, 0.128, 0.123, 0.120, 0.107, 0.115, 0.049, 0.087, 0.060, 0.070, 0.110, 0.117, 0.066, 0.081, 0.063, 0.113, 0.108, 0.041, 0.078, 0.066, 0.081, 0.013, 0.025, 0.038, -0.375, 0.135, 0.037, 0.027, -0.350, 0.044, 0.124, 0.129, 0.129, 0.124

# 3
Molecular formula: C24H41N8O8PScSe2
Method: DFT, ωB97M-V/def2-TZVPD

Geometry as XYZ:
```
85
C24H41N8O8PScSe2 ωB97M-V/def2-TZVPD
Sc -0.270 -0.188 0.191
C 1.530 -0.647 3.005
C 2.338 -1.321 1.899
N 2.278 -0.555 0.651
C 3.161 0.624 0.632
C 2.410 1.827 0.083
N 1.052 1.862 0.633
C 0.992 2.213 2.068
C 0.030 1.316 2.844
N 0.238 -0.112 2.514
H 2.103 0.170 3.441
H 1.354 -1.371 3.801
H 1.931 -2.306 1.687
H 3.367 -1.465 2.243
H 2.519 -1.187 -0.103
H 4.051 0.440 0.029
H 3.508 0.827 1.646
H 2.322 1.736 -1.001
H 2.965 2.746 0.293
H 0.514 2.559 0.122
H 0.672 3.249 2.194
H 1.991 2.142 2.496
H -0.999 1.563 2.585
H 0.154 1.498 3.914
H -0.520 -0.647 2.933
O -2.316 -5.331 2.530
C -1.601 -5.390 1.295
C -1.239 -3.958 0.876
C -0.466 -3.316 2.036
O -1.221 -2.817 3.125
C -2.542 -3.247 0.498
Se -2.604 -1.282 0.498
C -0.289 -4.101 -0.312
Se 0.441 -2.468 -1.175
H -2.729 -6.179 2.714
H -2.200 -5.868 0.514
H -0.682 -5.968 1.424
H 0.077 -2.471 1.630
H 0.276 -4.044 2.390
H -1.785 -3.532 3.443
H -3.336 -3.542 1.175
H -2.819 -3.560 -0.510
H -0.772 -4.662 -1.111
H 0.596 -4.658 -0.005
C -1.796 -1.219 -5.445
N -2.887 -1.130 -4.372
C -3.670 0.171 -4.577
N -2.788 1.285 -4.561
C -1.768 1.145 -5.598
N -0.965 -0.066 -5.420
C -0.119 0.008 -4.218
P -1.097 0.185 -2.642
C -2.300 -1.191 -2.988
C -2.214 1.553 -3.236
H -2.309 -1.308 -6.402
H -1.225 -2.123 -5.240
H -3.525 -1.917 -4.487
H -4.409 0.231 -3.780
H -4.165 0.088 -5.543
H -1.112 2.012 -5.572
H -2.256 1.106 -6.572
H 0.547 0.866 -4.314
H 0.502 -0.885 -4.146
H -3.101 -1.129 -2.253
H -1.773 -2.134 -2.852
H -1.657 2.491 -3.271
H -3.022 1.683 -2.517
O -1.080 3.542 -0.263
C -1.876 2.625 -0.077
O -1.568 1.378 0.037
C -3.350 2.911 -0.066
C -3.810 4.206 0.127
C -5.169 4.443 0.065
C -6.086 3.452 -0.227
C -5.586 2.188 -0.450
C -4.245 1.888 -0.337
N -6.504 1.117 -0.878
O -6.037 0.251 -1.602
O -7.662 1.197 -0.537
N -5.668 5.820 0.285
O -6.841 6.027 0.057
O -4.860 6.652 0.641
H -3.117 5.014 0.313
H -7.143 3.668 -0.292
H -3.904 0.870 -0.482
```

The electronic energy is -7883.80484 hartree. The calculation puts the energy above the lowest of the compared OMol25 structures with the same formula, charge and spin at 3.9 kcal/mol. The total charge is +1.

From a Löwdin analysis of the wavefunction, the atomic charges in e read: 0.515, -0.150, -0.198, -0.130, -0.175, -0.180, -0.108, -0.157, -0.170, -0.105, 0.114, 0.133, 0.090, 0.132, 0.037, 0.129, 0.113, 0.122, 0.130, 0.072, 0.134, 0.111, 0.117, 0.133, 0.093, -0.050, -0.199, -0.567, -0.254, -0.063, -0.478, 0.718, -0.496, 0.600, 0.106, 0.136, 0.130, 0.025, 0.145, 0.087, 0.059, 0.063, 0.063, 0.063, -0.105, -0.059, -0.098, -0.137, -0.150, -0.143, -0.289, 0.999, -0.295, -0.265, 0.145, 0.147, 0.185, 0.134, 0.146, 0.138, 0.139, 0.098, 0.085, 0.050, 0.046, 0.110, 0.078, 0.062, -0.566, -0.296, -0.092, 0.094, -0.097, 0.098, -0.105, 0.035, -0.338, 0.058, 0.121, -0.345, 0.099, 0.099, 0.139, 0.140, 0.050